1.
Computed, not measured: C47H39IrN5OS4Te as an isolated structure at a distorted geometry, with ωB97M-V with the def2-TZVPD basis set.

Cartesian coordinates (Å):
1 Ir -0.25036 0.41850 -2.07581
2 Te 0.23529 -1.59314 -3.79430
3 S 0.22156 2.19254 -3.89664
4 S -2.29018 -0.07142 0.57940
5 S 1.72737 -1.10303 0.17343
6 S 0.20298 0.49077 1.93399
7 O -1.93356 2.15771 -2.04609
8 N -1.70462 -0.41925 -0.72139
9 N 1.46664 -0.12533 -0.89463
10 N -2.29684 2.61024 -3.21664
11 N 1.05363 -0.77873 1.65803
12 N -1.33755 0.39253 1.85493
13 C 6.16656 -1.10070 1.21669
14 C -4.94694 2.70629 1.88197
15 C -5.79377 2.81497 0.78934
16 C -0.01421 2.67427 0.25987
17 C 3.48788 -1.14633 0.58629
18 C -3.11606 3.47753 -5.70392
19 C 1.65449 -5.13616 -0.50839
20 C -3.59398 1.17600 0.65649
21 C 0.54817 1.31076 6.38016
22 C 2.34664 -1.26548 -3.88478
23 C 4.58318 -2.12617 -3.65515
24 C -4.00543 3.45374 -4.62932
25 C 1.02520 -0.10781 4.50242
26 C -3.13683 -1.48673 1.32953
27 C -3.83566 1.88141 1.81822
28 C -3.44607 -1.48219 2.67700
29 C -3.56382 3.01285 -3.40848
30 C 0.53436 3.65768 -0.55211
31 C -4.41938 1.28665 -0.44566
32 C 5.26698 -1.73534 2.06142
33 C -0.07433 2.22558 5.54322
34 C 1.09719 0.14777 5.86184
35 C 4.24061 0.12607 -4.39298
36 C 4.37032 -0.50061 -0.26137
37 C -0.05979 -3.15862 0.39337
38 C -0.15020 1.97907 4.18352
39 C -4.04709 -2.60322 3.22737
40 C 2.20744 2.10485 1.04012
41 C 5.71778 -0.47836 0.06066
42 C -4.02380 -3.68589 1.07647
43 C 3.21317 -2.30213 -3.55717
44 C -4.32972 -3.70089 2.42838
45 C 2.10657 -3.82713 -0.41990
46 C -0.50480 -4.46522 0.30140
47 C 2.87269 -0.05178 -4.30301
48 C 0.83790 1.90499 1.03068
49 C 1.90729 3.84195 -0.58675
50 C 5.10072 -0.91326 -4.08051
51 C 0.40621 0.81471 3.67934
52 C 2.74222 3.08425 0.22252
53 C -1.81612 3.07783 -5.49809
54 C 3.91717 -1.75500 1.75085
55 C -5.52497 2.11950 -0.38069
56 C 1.23655 -2.84976 0.02965
57 C -3.42371 -2.56928 0.51926
58 C -1.39252 2.65031 -4.23689
59 C 0.35145 -5.45288 -0.15542
60 H 2.32383 -5.91203 -0.84584
61 H -5.16211 3.24992 2.78917
62 H 1.43067 -1.00411 4.06182
63 H 1.57627 -0.56254 6.51614
64 H 5.61429 -2.20747 2.96676
65 H 3.12522 -3.57960 -0.68204
66 H -5.02958 3.76660 -4.74327
67 H 3.98399 -0.02484 -1.15031
68 H -6.18525 2.20618 -1.23211
69 H 2.21207 0.75792 -4.56534
70 H 2.33210 4.57045 -1.26042
71 H -3.44369 3.81177 -6.67439
72 H -1.08942 3.07028 -6.29410
73 H 0.00039 -6.46976 -0.24232
74 H -0.50341 3.12954 5.94689
75 H 7.21842 -1.08353 1.46502
76 H -1.08085 2.50357 0.28396
77 H -6.67285 3.43702 0.85487
78 H -3.16238 1.76983 2.65293
79 H -0.70248 -2.37268 0.75593
80 H -0.11237 4.25478 -1.17549
81 H 2.80985 -3.25508 -3.23565
82 H -4.24796 -4.53956 0.45636
83 H 5.24682 -2.94739 -3.41429
84 H 3.19515 -2.22696 2.39845
85 H -4.18748 2.96817 -2.53154
86 H -3.20190 -0.62577 3.28632
87 H 4.63221 1.07731 -4.72014
88 H -4.29196 -2.62161 4.27892
89 H -4.79190 -4.57344 2.86378
90 H 0.59760 1.50393 7.44140
91 H 3.81004 3.24004 0.19905
92 H 6.41202 0.03438 -0.58766
93 H 2.83302 1.47788 1.65926
94 H -0.63398 2.67032 3.50985
95 H -1.51542 -4.70129 0.59650
96 H -3.14885 -2.51819 -0.52301
97 H 6.16796 -0.78584 -4.18169
98 H -4.17200 0.71233 -1.32552

Computed properties:
- Charge: +1
- 2S+1: 1
- E: -4127.987379 a.u.
- Energy relative to the best compared isomer or geometry (same formula, charge and spin): 62.2 kcal per mole

Atom charges from the Löwdin analysis, given in e for atoms 1 to 2:
1. Ir 0.6795
2. Te 0.8847



2.
Computed, not measured: C27H43N3O5PSi2Ta as an isolated structure at a distorted geometry, with ωB97M-V with the def2-TZVPD basis set.

Cartesian coordinates (Å):
1 Ta -0.21512 0.11351 0.64795
2 P 0.13414 -2.63642 1.14716
3 Si -0.34597 -1.69228 -2.57845
4 Si -0.31588 1.54826 -2.52330
5 O -0.30421 -4.07742 0.66388
6 O 0.74483 -2.87420 2.57887
7 O 0.28337 1.88471 0.47974
8 O 0.47518 -0.00091 2.40057
9 O -1.31790 -1.90122 1.30061
10 N 2.35489 0.37677 0.46507
11 N -2.22993 0.44081 0.21137
12 N 2.48757 1.67855 0.98244
13 C 2.83409 -0.52427 1.28363
14 C 0.41253 -3.91586 3.53452
15 C -2.09727 0.04089 -1.09107
16 C -0.97852 1.54182 -4.27283
17 C 1.57035 -0.06226 3.25050
18 C 0.24101 4.53417 1.38830
19 C -2.62556 -2.43758 1.67272
20 C -1.33296 2.93176 -1.76039
21 C 1.48110 2.44040 0.89293
22 C -4.48593 0.17191 -1.27488
23 C 2.77691 -0.29330 2.72637
24 C -3.42316 0.71415 0.78334
25 C -1.56450 -3.03259 -2.07072
26 C 0.64379 -5.03980 0.12367
27 C 1.44975 3.86400 1.21610
28 C 1.52127 1.83904 -2.59687
29 C 2.65240 5.89070 1.68094
30 C -4.57617 0.59851 0.05871
31 C -3.26563 -0.11575 -1.84575
32 C 1.20531 0.11996 4.67534
33 C -0.68242 -0.12127 -1.52066
34 C 2.66008 4.54466 1.36431
35 C 0.24303 5.88152 1.70880
36 C 3.41224 -1.80398 0.76840
37 C 1.44577 6.55830 1.85378
38 C -0.62799 -1.61001 -4.42414
39 C 1.46957 -2.09128 -2.34262
40 H -3.31096 -2.21769 0.85886
41 H -0.35399 1.03027 -4.99944
42 H -5.52912 0.83556 0.50828
43 H -2.38882 2.77655 -2.00230
44 H -0.23058 -3.48731 4.29944
45 H 1.44582 7.61144 2.10152
46 H -0.69889 4.00921 1.27950
47 H 0.77251 1.11231 4.81715
48 H -3.40836 1.03616 1.81613
49 H -0.08589 -4.74713 3.04106
50 H -1.99934 1.16780 -4.36624
51 H 2.05980 1.65545 -1.67110
52 H -1.60712 -1.23236 -4.71925
53 H 3.59253 4.01570 1.22212
54 H 0.13363 -1.05620 -4.96826
55 H 1.71285 2.86888 -2.90886
56 H 1.67540 -3.16290 -2.37768
57 H 0.14770 -6.00293 0.17098
58 H 2.66876 -2.44741 0.30012
59 H -1.04084 3.85358 -2.27129
60 H 4.15651 -1.57346 0.00530
61 H -5.38851 0.07626 -1.86541
62 H 1.55252 -5.06015 0.72469
63 H 0.86463 -4.78012 -0.90744
64 H -0.69364 6.40480 1.84491
65 H 3.58792 6.42235 1.78819
66 H 3.63315 -0.43675 3.37098
67 H 2.04451 -1.63964 -3.15463
68 H -3.18797 -0.42828 -2.87791
69 H -1.27273 -3.95873 -2.57507
70 H -2.93922 -1.95683 2.59480
71 H 3.87821 -2.35564 1.58181
72 H -2.54880 -2.77724 -2.47221
73 H 2.07976 0.02760 5.31480
74 H -1.69600 -3.26240 -1.01794
75 H -2.53634 -3.51178 1.80681
76 H 1.95843 1.18918 -3.36003
77 H 0.46013 -0.61865 4.97495
78 H -0.57288 -2.64777 -4.76977
79 H -1.24526 3.11398 -0.69271
80 H -1.01024 2.59683 -4.56377
81 H 1.86377 -1.68011 -1.41588
82 H 1.34689 -4.24639 3.97643

Computed properties:
- Charge: +2
- 2S+1: 1
- E: -2572.065073 a.u.
- Energy relative to the best compared isomer or geometry (same formula, charge and spin): 63.1 kcal per mole

Atom charges from the Löwdin analysis, given in e for atoms 1 to 2:
1. Ta 1.9034
2. P 0.7485



3.
Computed, not measured: one molecule with the formula C3H3ClF2S2 at a distorted geometry, with ωB97M-V with the def2-TZVPD basis set.

Cartesian coordinates (Å):
1 Cl 0.48046 2.47122 -2.00900
2 S -0.24826 -1.33134 -1.40245
3 S -0.60299 0.53412 0.71420
4 F 1.99389 1.58114 -0.13294
5 F 2.13361 0.51101 -1.93163
6 C 1.25086 1.04369 -1.12239
7 C -1.22186 -1.01228 1.54266
8 C 0.08878 0.03666 -0.69067
9 H -1.99011 -1.44951 0.95689
10 H -1.63470 -0.67272 2.47315
11 H -0.24968 -1.71198 1.60218

Computed properties:
- 2S+1: 1
- E: -1572.372404 a.u.
- SMILES: CSC(=S)C(F)(F)Cl
- Energy relative to the best compared isomer or geometry (same formula, charge and spin): 14.9 kcal per mole

Atom charges from the Löwdin analysis, given in e for atoms 1 to 2:
1. Cl 0.6420
2. S 0.7708



What is the 2S+1 in the second record? 1



Number 1 is which compound? C47H39IrN5OS4Te



Which of these has the highest energy relative to the best compared isomer or geometry (same formula, charge and spin)? C27H43N3O5PSi2Ta